# C29H65AsBrClCsN5O6Si5

C29H65AsBrClCsN5O6Si5 as an isolated structure at a distorted geometry (wB97M-V/def2-TZVPD, OMol25).

- HOMO-LUMO gap (eV) = 3.89
- energy above the lowest of the compared OMol25 structures with the same formula, charge and spin (eV) = 0.828
- maximum force (eV/A) = 1.69
- net charge = -2

Cartesian coordinates (Å):
Cs1 0.658 1.248 -0.523
O1 2.711 -0.625 2.211
Cl1 1.619 0.123 2.799
O2 1.976 0.551 4.127
O3 1.379 1.285 1.964
O4 0.428 -0.685 2.832
N1 -0.452 4.766 -1.290
C1 0.708 5.500 -1.797
C2 0.455 6.122 -3.192
C3 0.014 5.093 -4.245
C4 1.087 4.669 -5.253
N2 2.300 4.144 -4.629
C5 2.525 2.877 -4.299
N3 3.680 2.610 -3.631
N4 1.727 1.882 -4.687
C6 1.958 4.601 -1.856
O5 3.045 5.153 -2.185
O6 1.779 3.385 -1.677
H1 -0.478 3.828 -1.694
H2 -1.308 5.213 -1.603
H3 0.959 6.312 -1.103
H4 1.353 6.666 -3.505
H5 -0.334 6.871 -3.076
H6 -0.830 5.478 -4.827
H7 -0.356 4.189 -3.754
H8 1.401 5.525 -5.861
H9 0.687 3.915 -5.931
H10 2.802 4.805 -4.020
H11 3.938 3.416 -3.050
H12 3.607 1.786 -3.049
H13 0.690 2.006 -4.606
H14 1.974 0.972 -4.328
C7 -5.497 2.999 1.562
Si1 -4.053 2.092 0.742
C8 -3.477 3.158 -0.688
C9 -4.700 0.454 0.109
As1 -2.162 1.645 2.058
Si2 -1.569 3.674 3.089
C10 -2.926 4.987 3.132
C11 -1.026 3.403 4.869
C12 -0.103 4.389 2.179
Si3 -2.984 0.329 3.818
C13 -4.563 1.019 4.603
C14 -1.725 0.134 5.199
C15 -3.360 -1.363 3.127
H15 -6.257 3.196 0.799
H16 -5.206 3.953 1.991
H17 -5.961 2.393 2.338
H18 -4.329 3.447 -1.310
H19 -2.765 2.638 -1.332
H20 -2.996 4.067 -0.319
H21 -5.244 0.608 -0.827
H22 -5.394 0.008 0.826
H23 -3.895 -0.265 -0.074
H24 -3.793 4.654 3.703
H25 -3.253 5.254 2.127
H26 -2.532 5.891 3.606
H27 -1.861 3.188 5.536
H28 -0.543 4.321 5.217
H29 -0.299 2.595 4.942
H30 -0.301 4.547 1.116
H31 0.748 3.711 2.274
H32 0.170 5.349 2.628
H33 -4.481 2.087 4.809
H34 -4.759 0.503 5.547
H35 -5.423 0.862 3.953
H36 -1.871 0.863 5.995
H37 -0.698 0.187 4.841
H38 -1.867 -0.862 5.629
H39 -4.041 -1.338 2.277
H40 -3.797 -1.992 3.909
H41 -2.440 -1.835 2.776
C16 -3.659 -4.235 0.490
Si4 -1.881 -3.609 0.078
C17 -0.853 -4.177 1.579
C18 -1.441 -4.782 -1.365
C19 -1.624 -1.897 -0.305
H42 -3.705 -5.318 0.654
H43 -4.338 -3.984 -0.330
H44 -4.034 -3.738 1.389
H45 0.055 -4.684 1.250
H46 -1.410 -4.878 2.209
H47 -0.547 -3.326 2.191
H48 -1.612 -5.832 -1.111
H49 -0.396 -4.657 -1.656
H50 -2.055 -4.541 -2.238
H51 -1.441 -1.166 0.485
H52 -2.092 -1.457 -1.187
Br1 2.546 -6.497 -0.963
C20 2.427 -4.628 -1.281
C21 2.370 -4.161 -2.583
C22 2.277 -2.789 -2.758
N5 2.236 -1.915 -1.756
C23 2.272 -2.394 -0.515
C24 2.377 -3.749 -0.221
H53 2.378 -4.833 -3.429
H54 2.217 -2.381 -3.762
H55 2.211 -1.685 0.301
H56 2.392 -4.081 0.806
C25 -2.542 -1.800 -4.170
Si5 -1.874 -0.390 -5.194
C26 -0.390 -1.018 -6.180
C27 -3.179 0.166 -6.437
C28 -1.355 1.017 -4.175
C29 -1.013 1.954 -3.441
H57 -2.779 -2.673 -4.784
H58 -3.448 -1.505 -3.639
H59 -1.815 -2.098 -3.411
H60 -0.677 -1.813 -6.872
H61 0.361 -1.424 -5.498
H62 0.070 -0.211 -6.753
H63 -3.438 -0.639 -7.130
H64 -2.815 1.017 -7.015
H65 -4.088 0.476 -5.920

Löwdin population analysis, charges in e, atoms 1 to 5:
1 Cs 0.983
2 O -0.371
3 Cl 0.612
4 O -0.353
5 O -0.690

=====

# C29H65N7O11P

A 6-piece molecular cluster, C29H65N7O11P overall at a distorted geometry (wB97M-V/def2-TZVPD, OMol25).

- HOMO-LUMO gap (eV) = 8.14
- energy above the lowest of the compared OMol25 structures with the same formula, charge and spin (eV) = 0.000
- maximum force (eV/A) = 1.04
- net charge = +1

Cartesian coordinates (Å):
C1 2.464 1.112 4.894
C2 0.947 1.039 5.074
O1 0.235 0.969 3.848
C3 0.326 2.162 5.874
N1 0.927 3.492 5.724
C4 0.581 4.408 4.877
N2 1.227 5.643 4.846
N3 -0.462 4.157 4.021
C5 -1.290 5.382 3.745
C6 -1.922 6.025 4.972
C7 -2.507 5.029 5.976
C8 -3.945 4.680 5.630
N4 -3.963 4.212 4.247
C9 -3.863 2.815 4.035
N5 -4.458 1.989 4.784
N6 -2.976 2.544 2.986
P1 0.200 3.569 2.507
N7 1.732 3.325 2.625
H1 2.687 1.090 3.837
H2 2.920 0.235 5.332
H3 2.923 1.991 5.324
H4 0.734 0.139 5.645
H5 0.478 0.154 3.395
H6 -0.726 2.259 5.646
H7 0.424 1.904 6.920
H8 1.667 3.729 6.369
H9 0.780 6.285 5.498
H10 2.187 5.536 5.161
H11 -0.727 6.119 3.179
H12 -2.103 5.032 3.130
H13 -1.268 6.752 5.442
H14 -2.742 6.611 4.573
H15 -2.499 5.475 6.964
H16 -1.956 4.097 5.986
H17 -4.582 5.551 5.725
H18 -4.319 3.940 6.328
H19 -4.711 4.620 3.706
H20 -4.236 1.030 4.531
H21 -3.133 1.613 2.618
H22 -3.139 3.189 2.216
H23 -0.568 2.445 2.245
H24 -0.109 4.542 1.555
H25 2.243 3.897 1.966
O2 -0.656 -0.258 -2.470
C10 -0.142 -0.646 -1.460
O3 0.424 0.286 -0.645
C11 0.863 -0.006 0.677
C12 2.245 -0.624 0.703
C13 -0.013 -2.109 -1.117
H26 0.133 -0.630 1.201
H27 0.876 0.962 1.177
H28 2.260 -1.590 0.200
H29 2.588 -0.767 1.729
H30 2.950 0.028 0.187
H31 0.867 -2.510 -1.618
H32 -0.881 -2.639 -1.491
H33 0.063 -2.312 -0.050
O4 -1.038 -4.791 -2.477
C14 -0.273 -5.713 -2.336
O5 0.956 -5.440 -1.868
C15 1.919 -6.458 -1.554
C16 2.717 -6.878 -2.769
C17 -0.628 -7.116 -2.761
H34 1.434 -7.301 -1.063
H35 2.574 -5.996 -0.819
H36 2.084 -7.332 -3.532
H37 3.482 -7.600 -2.485
H38 3.205 -6.012 -3.215
H39 -0.424 -7.212 -3.828
H40 -1.692 -7.259 -2.597
H41 -0.092 -7.896 -2.227
O6 0.465 -6.415 -8.235
C18 -0.099 -5.471 -7.758
O7 -0.609 -5.589 -6.514
C19 -1.149 -4.483 -5.777
C20 -2.603 -4.228 -6.111
C21 -0.306 -4.186 -8.530
H42 -0.535 -3.591 -5.908
H43 -1.059 -4.775 -4.737
H44 -2.735 -3.938 -7.154
H45 -2.998 -3.433 -5.480
H46 -3.189 -5.132 -5.943
H47 -1.201 -4.293 -9.141
H48 0.548 -4.049 -9.187
H49 -0.406 -3.300 -7.909
O8 5.839 -3.775 -1.975
C22 5.655 -2.597 -2.105
O9 5.127 -2.151 -3.263
C23 4.705 -0.798 -3.458
C24 5.845 0.103 -3.883
C25 6.048 -1.607 -1.029
H50 4.193 -0.423 -2.570
H51 3.960 -0.856 -4.249
H52 6.614 0.171 -3.114
H53 5.477 1.107 -4.090
H54 6.314 -0.289 -4.785
H55 7.101 -1.354 -1.145
H56 5.913 -2.094 -0.067
H57 5.459 -0.693 -1.030
O10 -2.676 4.123 0.286
C26 -3.243 3.483 -0.567
O11 -3.505 2.193 -0.310
C27 -4.295 1.366 -1.184
C28 -3.466 0.755 -2.292
C29 -3.582 4.072 -1.913
H58 -5.150 1.924 -1.563
H59 -4.690 0.587 -0.535
H60 -3.047 1.516 -2.950
H61 -4.079 0.085 -2.892
H62 -2.636 0.188 -1.873
H63 -2.705 3.986 -2.554
H64 -3.807 5.126 -1.775
H65 -4.428 3.604 -2.406

Löwdin population analysis, charges in e, atoms 1 to 5:
1 C -0.028
2 C -0.393
3 O -0.089
4 C -0.081
5 N 0.159

=====

# C29H65N7O5

A 5-piece molecular cluster, C29H65N7O5 overall at a distorted geometry (wB97M-V/def2-TZVPD, OMol25).

- HOMO-LUMO gap (eV) = 8.74
- energy above the lowest of the compared OMol25 structures with the same formula, charge and spin (eV) = 0.171
- maximum force (eV/A) = 2.84

Cartesian coordinates (Å):
C1 -0.504 1.174 4.340
C2 0.555 2.030 3.602
C3 0.788 3.317 4.458
C4 1.840 1.192 3.436
C5 2.790 1.455 2.233
C6 1.988 1.774 0.970
C7 0.840 2.772 1.123
C8 1.461 4.136 1.398
C9 0.041 2.861 -0.171
N1 0.042 2.343 2.271
O1 -1.292 2.788 2.266
H1 -0.155 1.028 5.366
H2 -1.511 1.536 4.188
H3 -0.412 0.130 4.011
H4 1.849 3.570 4.507
H5 0.367 4.162 3.905
H6 0.327 3.301 5.440
H7 2.462 1.379 4.316
H8 1.690 0.111 3.444
H9 3.333 2.377 2.486
H10 3.587 0.755 1.997
H11 1.554 0.801 0.693
H12 2.665 2.039 0.154
H13 0.680 4.907 1.461
H14 2.067 4.552 0.585
H15 2.092 4.152 2.284
H16 -0.954 3.292 -0.081
H17 -0.102 1.958 -0.765
H18 0.657 3.545 -0.760
H19 -1.243 3.731 2.502
C10 -0.642 -3.548 5.087
C11 -0.098 -4.604 4.082
C12 -0.708 -5.970 4.345
C13 -0.404 -4.202 2.636
C14 0.329 -2.950 2.186
C15 1.827 -3.219 2.233
C16 2.269 -3.665 3.654
C17 3.619 -4.387 3.460
C18 2.489 -2.413 4.506
N2 1.353 -4.674 4.176
O2 1.823 -5.248 5.365
H20 0.064 -3.471 5.909
H21 -0.878 -2.563 4.677
H22 -1.641 -3.862 5.408
H23 -0.532 -6.307 5.366
H24 -1.790 -5.998 4.186
H25 -0.361 -6.722 3.632
H26 -0.199 -5.039 1.961
H27 -1.490 -4.084 2.539
H28 0.132 -2.615 1.165
H29 0.126 -2.157 2.913
H30 2.338 -2.311 1.901
H31 2.054 -3.979 1.479
H32 4.272 -3.730 2.878
H33 3.442 -5.348 2.985
H34 4.169 -4.489 4.398
H35 2.703 -2.740 5.527
H36 1.608 -1.778 4.580
H37 3.350 -1.898 4.082
H38 2.141 -6.123 5.115
C19 0.864 -0.572 -5.079
C20 0.844 0.964 -4.973
C21 1.629 1.442 -3.737
C22 1.329 1.550 -6.288
C23 1.115 3.058 -6.375
C24 -0.405 3.363 -6.283
C25 -0.990 2.757 -5.034
C26 -0.657 3.543 -3.747
C27 -2.545 2.758 -5.165
N3 -0.610 1.341 -4.913
O3 -1.227 0.778 -3.751
H39 1.826 -1.013 -5.314
H40 0.478 -1.009 -4.150
H41 0.028 -0.821 -5.740
H42 2.612 0.965 -3.778
H43 1.753 2.507 -3.574
H44 1.128 1.076 -2.837
H45 2.338 1.274 -6.617
H46 0.777 1.007 -7.067
H47 1.626 3.547 -5.541
H48 1.576 3.566 -7.224
H49 -0.931 3.175 -7.215
H50 -0.434 4.447 -6.113
H51 -0.729 3.064 -2.779
H52 -1.327 4.411 -3.767
H53 0.309 4.049 -3.821
H54 -2.941 2.496 -4.185
H55 -2.976 2.151 -5.958
H56 -2.838 3.794 -5.362
H57 -1.524 -0.051 -4.148
N4 -5.183 0.324 -4.324
C28 -5.101 -1.001 -4.619
N5 -5.089 -1.830 -3.531
O4 -5.091 -1.410 -5.781
H58 -4.974 0.617 -3.384
H59 -5.176 0.959 -5.097
H60 -5.141 -2.810 -3.741
H61 -4.779 -1.616 -2.597
N6 -1.570 -0.364 -0.889
C29 -2.768 -0.652 -0.294
N7 -2.668 -1.310 0.881
O5 -3.826 -0.511 -0.908
H62 -0.697 -0.545 -0.422
H63 -1.483 0.348 -1.598
H64 -3.549 -1.609 1.266
H65 -1.868 -1.280 1.484

Löwdin population analysis, charges in e, atoms 1 to 5:
1 C -0.022
2 C -0.475
3 C -0.017
4 C -0.116
5 C -0.161

=====

# C29H67BrO18P4S

A 4-piece molecular cluster, C29H67BrO18P4S overall at a distorted geometry (wB97M-V/def2-TZVPD, OMol25).

- HOMO-LUMO gap (eV) = 7.65
- maximum force (eV/A) = 8.62

Cartesian coordinates (Å):
C1 1.087 5.663 0.218
O1 0.834 5.010 -1.034
C2 0.446 3.637 -0.880
C3 1.280 2.786 -1.917
C4 0.686 1.347 -2.248
C5 -0.516 0.874 -1.322
C6 -1.869 1.303 -2.019
C7 -3.172 0.860 -1.191
C8 -4.394 0.912 -2.208
C9 -5.660 1.710 -1.689
O2 -6.511 1.763 -2.900
S1 -6.545 3.363 -3.327
O3 -5.425 3.746 -4.244
O4 -7.772 3.715 -4.115
O5 -6.510 3.953 -1.777
C10 -5.482 3.170 -1.062
C11 -5.988 3.040 0.433
P1 -3.899 4.173 -1.438
O6 -4.482 5.733 -1.823
Br1 -2.829 4.378 0.545
H1 0.773 5.083 1.126
H2 0.482 6.628 0.236
H3 2.169 6.002 0.284
H4 0.630 3.206 0.143
H5 -0.652 3.569 -1.111
H6 2.374 2.727 -1.630
H7 1.268 3.371 -2.891
H8 0.277 1.379 -3.307
H9 1.504 0.575 -2.235
H10 -0.502 -0.263 -1.343
H11 -0.429 1.163 -0.241
H12 -1.913 2.384 -2.337
H13 -1.930 0.704 -2.986
H14 -3.324 1.607 -0.358
H15 -2.989 -0.146 -0.727
H16 -4.056 1.272 -3.229
H17 -4.750 -0.152 -2.381
H18 -6.359 1.159 -0.987
H19 -7.116 2.918 0.378
H20 -5.552 2.149 0.979
H21 -5.752 4.012 0.958
H22 -4.588 6.204 -0.971
C12 0.050 -5.415 -0.170
C13 -1.284 -4.718 -0.364
O7 -1.948 -4.465 0.868
P2 -1.208 -3.483 1.973
O8 -1.404 -2.164 1.222
O9 -2.448 -3.221 3.049
C14 -2.665 -1.899 3.548
C15 -3.854 -1.261 2.850
O10 -0.729 -4.831 2.899
C16 -1.636 -5.734 3.537
C17 -2.297 -6.743 2.612
H23 0.764 -4.757 0.338
H24 0.478 -5.704 -1.132
H25 -0.056 -6.308 0.447
H26 -1.155 -3.781 -0.914
H27 -1.945 -5.358 -0.954
H28 -1.768 -1.288 3.431
H29 -2.863 -1.972 4.620
H30 -3.838 -1.436 1.772
H31 -3.878 -0.183 3.027
H32 -4.787 -1.692 3.221
H33 -2.381 -5.211 4.134
H34 -1.022 -6.292 4.252
H35 -3.105 -6.288 2.038
H36 -2.742 -7.550 3.200
H37 -1.581 -7.176 1.914
C18 0.850 -7.113 -6.724
C19 0.891 -7.886 -5.419
O11 2.215 -8.244 -5.043
P3 3.306 -7.035 -4.759
O12 2.714 -6.546 -3.435
O13 4.550 -7.885 -4.057
C20 5.196 -7.342 -2.902
C21 4.719 -8.053 -1.648
O14 4.032 -7.289 -6.280
C22 4.690 -8.498 -6.667
C23 3.763 -9.644 -7.040
H38 1.323 -6.131 -6.613
H39 -0.182 -6.959 -7.048
H40 1.388 -7.640 -7.513
H41 0.421 -7.313 -4.614
H42 0.331 -8.818 -5.530
H43 5.027 -6.266 -2.833
H44 6.273 -7.487 -3.021
H45 3.636 -8.193 -1.645
H46 5.000 -7.495 -0.752
H47 5.161 -9.050 -1.585
H48 5.423 -8.818 -5.930
H49 5.265 -8.232 -7.561
H50 3.342 -10.120 -6.155
H51 4.323 -10.414 -7.578
H52 2.942 -9.306 -7.673
C24 2.512 5.143 7.036
C25 1.417 6.107 6.617
O15 1.927 7.238 5.924
P4 2.729 6.993 4.499
O16 1.509 6.617 3.654
O17 2.834 8.546 3.920
C26 2.561 8.792 2.537
C27 1.178 9.399 2.373
O18 4.233 7.210 5.271
C28 4.650 8.428 5.894
C29 4.036 8.695 7.258
H53 2.978 4.677 6.161
H54 2.106 4.351 7.668
H55 3.303 5.656 7.584
H56 0.670 5.601 5.999
H57 0.906 6.485 7.506
H58 2.659 7.875 1.953
H59 3.315 9.489 2.163
H60 0.433 8.891 2.989
H61 0.855 9.356 1.330
H62 1.182 10.444 2.690
H63 4.524 9.287 5.238
H64 5.731 8.317 6.033
H65 3.011 9.056 7.170
H66 4.602 9.476 7.774
H67 4.034 7.800 7.880

Löwdin population analysis, charges in e, atoms 1 to 5:
1 C -0.126
2 O -0.210
3 C -0.265
4 C -0.160
5 C -0.194